{
  "formula": "C24H31B2BiF4N8P",
  "method": "ωB97M-V/def2-TZVPD",
  "species": ["H", "H", "C", "H", "C", "H", "N", "C", "H", "H", "C", "H", "H", "H", "F", "H", "C", "H", "N", "C", "C", "N", "P", "Bi", "H", "C", "H", "H", "H", "C", "H", "C", "B", "N", "B", "N", "H", "H", "H", "H", "C", "C", "H", "C", "H", "C", "H", "C", "H", "C", "C", "C", "H", "N", "H", "H", "C", "C", "C", "C", "C", "H", "H", "H", "F", "N", "F", "F", "C", "H", "N"],
  "positions_angstrom": [[4.534744, 2.389870, 0.525044], [2.939214, -1.128845, 3.769319], [5.397448, 1.114180, 3.025080], [-1.318360, -5.365389, -0.416663], [-3.367382, -1.135789, 3.142673], [-4.712225, -6.779900, 2.481582], [-2.072832, -0.656191, -1.434766], [-1.693613, 0.857921, 3.223483], [2.314538, -1.506691, -1.174974], [3.318785, 1.742397, -0.588981], [6.282117, 0.775209, 4.029927], [-1.840729, 2.067838, -2.140245], [3.096520, -3.066403, -0.884896], [-2.327933, 1.320162, 3.974901], [0.688517, -0.863909, 2.068897], [5.655015, 1.913857, 2.341751], [0.711712, -4.416053, -0.542861], [2.632234, -2.074083, 0.492751], [-0.140257, -2.393423, -0.318952], [-4.591591, -5.594644, 0.714616], [-2.383491, -0.316939, 2.616576], [-2.796057, -1.916788, 1.146729], [3.007190, 0.957911, 1.685010], [-0.447694, -0.293446, 0.061365], [4.529482, -1.715039, 5.532375], [-5.656944, -4.758243, 0.285104], [-3.797703, -7.525179, 1.176568], [-2.152250, 1.708064, -3.831128], [7.214729, 1.318088, 4.115148], [2.337429, -2.381355, -0.514584], [-0.778432, 0.521567, 3.716734], [1.016227, -3.072923, -0.463004], [0.671082, -2.253280, 2.907570], [-3.699659, -3.833235, -0.148082], [-2.655553, -2.761759, -0.170061], [-3.427196, -5.027277, 0.465141], [-3.933197, -0.370539, -4.097650], [-4.249152, -2.981226, 2.240582], [1.408885, -5.231077, -0.655148], [-1.437488, 1.616119, 2.476265], [2.176575, 2.448421, 2.303978], [4.167574, 0.439079, 2.947071], [1.628429, 2.951865, 1.506182], [-5.056614, -3.657670, -0.240286], [6.701671, -0.529137, 5.680862], [-2.414135, 0.034488, -2.540800], [1.495934, 2.189925, 3.115942], [-1.725295, 1.305814, -2.916648], [-3.852430, -1.032023, 4.099900], [3.973507, 1.494220, 0.248319], [-4.674667, -6.920956, 1.399128], [-3.674413, -1.775121, -2.412634], [-5.574570, -7.458339, 1.104176], [-2.062391, -0.795283, 1.396708], [-5.486274, -2.759001, -0.659374], [-4.377744, -2.577618, -2.569073], [-3.433411, -0.649493, -3.184538], [5.980404, -0.249446, 4.924017], [-0.668896, -4.506922, -0.426105], [-3.583599, -2.129989, 2.197581], [3.862947, -0.584809, 3.844169], [-6.714275, -4.968984, 0.331752], [-0.658387, 1.140237, -3.092165], [2.956342, 3.109127, 2.687094], [1.788762, -2.909129, 2.442888], [-2.856897, -1.766462, -1.358196], [0.733101, -1.822698, 4.203833], [-0.513811, -2.842694, 2.546748], [4.768235, -0.919099, 4.838935], [4.659177, 0.704964, -0.055265], [-1.184808, -3.282317, -0.289342]],
  "forces_ev_per_a": [[-0.03, 0.00, -0.01], [-0.22, -0.07, 0.00], [-0.06, -0.02, -0.02], [-0.06, 0.02, 0.03], [0.01, -0.01, 0.07], [-0.03, -0.02, -0.03], [-0.14, 0.14, -0.15], [0.09, -0.15, -0.05], [0.01, -0.10, -0.03], [0.03, 0.05, 0.03], [0.08, 0.04, 0.02], [-0.01, -0.04, -0.04], [0.00, 0.05, -0.05], [-0.04, 0.05, -0.04], [0.12, 0.02, -0.17], [0.01, -0.05, 0.02], [0.06, -0.14, 0.01], [-0.02, -0.04, -0.06], [-0.23, 0.02, 0.01], [0.06, 0.03, -0.01], [-0.04, -0.08, 0.03], [0.18, 0.21, -0.08], [1.26, 0.87, 0.59], [-0.12, -0.36, 0.33], [0.01, 0.03, -0.03], [-0.15, -0.23, 0.01], [-0.03, -0.01, -0.04], [0.01, -0.01, -0.02], [0.00, -0.06, -0.01], [-0.07, 0.07, 0.14], [-0.02, 0.01, -0.01], [-0.02, 0.02, -0.04], [-0.08, -0.10, 0.09], [0.08, 0.13, -0.08], [-0.23, -0.18, 0.02], [0.01, 0.06, 0.01], [0.04, -0.01, 0.05], [0.07, 0.07, -0.13], [-0.08, 0.06, -0.01], [-0.05, -0.01, 0.04], [-0.62, -0.34, -0.18], [-0.17, -0.35, -0.18], [0.02, 0.00, 0.04], [0.15, 0.18, -0.05], [-0.04, 0.05, 0.02], [0.03, -0.06, 0.03], [0.06, 0.04, 0.01], [0.02, -0.03, 0.13], [0.03, -0.01, -0.08], [-0.34, -0.26, -0.19], [-0.01, 0.11, 0.05], [-0.02, -0.03, -0.11], [0.06, -0.01, -0.03], [-0.06, 0.03, -0.09], [0.00, -0.09, 0.08], [0.09, 0.01, 0.02], [-0.05, 0.00, -0.08], [-0.05, 0.02, -0.04], [-0.03, 0.09, 0.04], [-0.04, -0.07, 0.22], [0.02, 0.10, 0.08], [0.09, 0.04, 0.02], [-0.05, 0.02, -0.04], [0.09, -0.04, 0.00], [-0.29, 0.29, 0.23], [0.03, 0.06, 0.01], [0.05, -0.07, -0.42], [0.34, 0.15, 0.08], [0.09, -0.03, -0.04], [0.02, 0.01, 0.03], [0.17, -0.06, 0.02]],
  "lowdin_charge": [0.066, 0.080, -0.079, 0.127, 0.047, 0.086, -0.132, -0.008, 0.075, 0.054, -0.045, 0.085, 0.103, 0.101, -0.267, 0.104, 0.044, 0.063, -0.132, -0.328, -0.306, 0.045, 1.083, 1.901, 0.126, 0.000, 0.081, 0.096, 0.123, -0.016, 0.083, -0.317, -1.163, -0.017, -0.637, 0.123, 0.128, 0.144, 0.132, 0.072, -0.196, -0.365, 0.056, -0.088, 0.124, -0.320, 0.057, -0.026, 0.131, -0.216, -0.018, -0.006, 0.085, -0.137, 0.123, 0.138, 0.033, -0.025, 0.017, 0.015, -0.056, 0.117, 0.081, 0.076, 0.165, 0.039, 0.182, 0.190, -0.031, 0.068, 0.061],
  "gap_ev": [7.576, 5.071],
  "relative_energy_kcal_mol": 24.4,
  "charge": 2,
  "e_lumo_ev": [-6.26, -8.76],
  "multiplicity": 2,
  "max_force_ev_per_a": 1.64,
  "molar_mass_g_mol": 769.14
}

***

{
  "formula": "C24H31BClF4N3O7P2SW",
  "method": "ωB97M-V/def2-TZVPD",
  "species": ["H", "H", "C", "F", "H", "O", "H", "C", "H", "H", "H", "H", "C", "H", "B", "N", "H", "O", "H", "H", "C", "Cl", "C", "S", "C", "H", "C", "H", "C", "H", "N", "C", "H", "C", "H", "H", "C", "H", "C", "C", "C", "O", "H", "H", "H", "F", "O", "O", "C", "H", "C", "O", "P", "C", "N", "C", "C", "C", "W", "H", "H", "H", "C", "H", "H", "C", "F", "F", "H", "H", "H", "O", "P", "C", "C"],
  "positions_angstrom": [[-0.236079, -4.859154, 3.067091], [0.493046, 1.354303, -3.184493], [-6.039821, 2.280210, 3.154100], [-0.804520, -2.499905, -4.137691], [0.100734, -0.375103, -3.189586], [1.213889, 0.813872, 2.841912], [-2.140129, -1.803074, -0.490814], [2.595484, -1.422266, -1.585385], [4.417057, -4.835979, -1.661952], [0.187461, 6.690659, 0.508868], [-0.904807, -4.364607, -0.938984], [-1.538513, -4.831960, 0.667797], [0.305475, 5.619942, 0.606119], [2.299431, 5.555402, -0.216604], [-1.514791, -2.542767, -2.931319], [-2.471720, 3.171671, 2.734078], [-7.012022, 2.753789, 3.146252], [0.322611, -3.892881, 0.671154], [-1.608139, 5.345709, 1.492311], [-2.583591, 4.167246, 2.654173], [-2.541521, -2.066602, 0.477469], [2.685368, 0.621966, 2.617379], [-0.648915, -4.751758, 0.041011], [-1.922860, 0.400695, 3.289262], [2.223584, -2.395263, -2.508263], [5.099217, -3.103987, -0.029823], [-1.433071, 2.608209, 2.034942], [-3.160626, -1.258774, 0.863697], [1.546950, 3.617208, 0.275605], [3.932348, -0.940308, 0.028133], [0.554802, 2.868435, 0.766449], [-4.903100, 3.045306, 2.929354], [-1.950352, 0.757112, -0.125463], [-4.683994, 0.307453, 3.360689], [3.831150, 1.402009, -0.970444], [-0.169716, -5.723984, -0.033118], [3.195970, 1.307628, -1.850025], [-3.127790, -2.980217, 0.399493], [3.910261, -3.879201, -1.641859], [2.880364, -3.620244, -2.529896], [3.638895, -1.688667, -0.696514], [0.994993, -1.486488, 1.016728], [2.574290, -4.371884, -3.246374], [-4.986321, 4.108090, 2.734075], [3.776854, 0.889490, -2.671770], [-2.040735, -3.820176, -2.704040], [0.324769, -2.859248, 2.951699], [3.429291, 1.665401, 3.258432], [-0.968142, 0.653759, -0.586808], [-1.459481, -3.687653, 3.628597], [-0.393627, -3.914158, 3.590595], [2.691692, 0.869532, 1.106915], [0.033989, -2.550876, 1.424289], [0.906508, 0.348366, -3.103556], [-1.158443, 1.351688, 2.077604], [-5.933007, 0.913504, 3.364874], [-3.658623, 2.439707, 2.962411], [-0.702603, 4.857651, 1.162139], [0.498898, 0.690536, 0.666474], [1.411832, -2.228762, -3.199792], [2.839456, 2.296666, -2.142935], [-6.821417, 0.318000, 3.523522], [-3.543684, 1.078550, 3.192453], [1.618307, 0.187068, -3.913220], [2.407040, 3.071725, -0.081017], [4.293375, -2.907375, -0.725782], [-0.602226, -2.209660, -1.873774], [-2.537075, -1.583571, -2.911997], [-1.071320, 0.543023, -1.661898], [-4.587730, -0.761469, 3.505103], [-0.000347, -3.994469, 4.600035], [-1.493495, -2.271097, 1.441494], [1.767888, 0.202064, -1.508836], [-0.528558, 3.484002, 1.274214], [1.472133, 4.995142, 0.193139]],
  "forces_ev_per_a": [[0.02, 0.03, 0.00], [0.01, 0.00, 0.02], [0.03, 0.02, -0.01], [-0.03, 0.02, 0.06], [-0.02, -0.03, -0.01], [-0.28, 0.03, 0.37], [0.05, 0.05, -0.06], [0.02, 0.00, -0.05], [0.00, 0.00, 0.00], [0.00, 0.00, 0.00], [-0.01, -0.02, -0.04], [0.00, -0.02, -0.03], [0.07, 0.10, -0.02], [0.01, -0.01, -0.01], [0.00, 0.15, -0.13], [0.11, 0.00, -0.09], [0.00, 0.00, 0.00], [0.07, 0.31, 0.04], [-0.01, -0.02, 0.02], [-0.01, -0.01, 0.00], [-0.07, 0.08, -0.25], [0.19, -0.48, -0.05], [-0.01, 0.01, 0.11], [-0.01, 0.00, 0.02], [0.05, -0.02, 0.04], [0.00, 0.01, 0.00], [-0.25, 0.02, 0.10], [0.03, -0.01, 0.03], [0.01, 0.13, 0.01], [0.01, -0.01, 0.00], [0.17, -0.20, -0.13], [-0.06, 0.00, 0.01], [-0.10, -0.03, -0.03], [-0.03, -0.03, 0.00], [0.02, -0.02, -0.03], [-0.03, 0.00, -0.05], [-0.01, -0.01, 0.09], [0.05, -0.03, 0.06], [0.03, -0.02, 0.02], [-0.03, 0.03, -0.02], [-0.05, 0.03, -0.01], [-0.65, 0.57, 0.04], [0.00, 0.01, 0.00], [0.01, 0.00, 0.00], [0.02, 0.01, 0.00], [0.05, 0.02, 0.08], [-0.07, 0.15, -0.18], [-0.03, 0.18, 0.00], [0.24, -0.08, 0.27], [0.01, 0.03, -0.01], [-0.01, -0.12, 0.09], [0.20, 0.05, -0.20], [0.27, -0.45, 0.04], [-0.01, -0.01, 0.06], [0.22, -0.21, -0.18], [0.02, 0.00, 0.00], [0.04, 0.05, -0.01], [-0.01, -0.02, -0.01], [-0.16, 0.11, -0.40], [-0.04, 0.01, -0.01], [-0.05, -0.01, 0.00], [0.01, -0.01, 0.00], [-0.05, -0.14, 0.02], [0.02, -0.01, 0.01], [0.00, 0.00, 0.03], [0.01, -0.04, 0.00], [-0.02, -0.20, 0.12], [0.00, 0.01, -0.02], [0.05, 0.03, 0.09], [0.00, 0.01, 0.00], [0.00, 0.01, 0.00], [0.10, -0.11, 0.26], [-0.10, 0.04, -0.06], [0.05, 0.18, -0.04], [-0.06, -0.12, 0.04]],
  "lowdin_charge": [0.089, 0.055, -0.076, 0.109, 0.023, -0.558, 0.055, -0.348, 0.100, 0.115, 0.068, 0.088, -0.042, 0.115, -1.264, 0.137, 0.107, -0.185, 0.110, 0.121, -0.044, 0.961, -0.041, 1.047, -0.072, 0.101, -0.335, 0.079, -0.083, 0.085, -0.031, -0.017, -0.013, -0.088, 0.030, 0.097, -0.247, 0.100, -0.089, -0.067, -0.107, -0.354, 0.108, 0.115, 0.056, 0.107, -0.200, -0.382, -0.256, 0.088, -0.082, -0.622, 0.386, -0.236, -0.361, -0.079, -0.249, 0.003, 1.245, 0.085, 0.038, 0.107, -0.454, 0.064, 0.088, -0.083, 0.048, 0.108, -0.023, 0.110, 0.092, -0.237, 0.885, -0.173, -0.023],
  "gap_ev": [5.711, 5.714],
  "relative_energy_kcal_mol": 0.0,
  "e_lumo_ev": [-1.13, -1.13],
  "max_force_ev_per_a": 0.86,
  "molar_mass_g_mol": 873.64
}